Formula: C6H15N4O
Source: the OMol25 dataset
Level of theory: the ωB97M-V functional and the def2-TZVPD basis

```
! wB97M-V def2-TZVPD RIJCOSX def2/J DEFGRID3
* xyz 1 1
C -2.75774 -0.49720 -1.93063
C -2.79991 0.32623 -0.65426
N -1.64221 0.25600 0.11709
C -0.33331 0.72424 -0.23964
C 0.71434 -0.14290 0.43254
C 2.14547 0.38390 0.25844
N 2.46831 1.22787 -0.70710
N 2.99125 -0.05739 1.17851
C 2.87676 -0.82841 2.32541
N -0.04599 1.57901 -1.11074
O -1.05770 2.22261 -1.64275
H -2.12315 -0.26762 -2.64937
H -2.62719 -1.53227 -1.74246
H -3.59132 -0.43068 -2.62308
H -3.67684 -0.07806 -0.05697
H -3.12290 1.34006 -0.97107
H -1.53060 -0.62711 0.54220
H 0.53026 0.03166 1.54723
H 0.83336 -1.14078 0.16879
H 1.58312 1.45401 -1.20343
H 3.29349 1.80839 -0.66582
H 4.04382 0.08618 0.83810
H 1.88949 -0.74557 2.75319
H 2.98834 -1.89649 1.89728
H 3.65841 -0.62193 3.03219
H -0.72809 2.72467 -2.33135
*
```

Computed properties:
energy above the lowest of the compared OMol25 structures with the same formula, charge and spin: 54.1 kcal per mole
highest occupied orbital energy: -12.2 eV
LUMO: -2.8 eV

For each atom in turn, the Löwdin charge in e is: atom 1 (C): -0.0786, atom 2 (C): -0.2715, atom 3 (N): 0.0469, atom 4 (C): -0.2731, atom 5 (C): 0.0086, atom 6 (C): -0.2928, atom 7 (N): 0.2156, atom 8 (N): -0.0149, atom 9 (C): -0.0695, atom 10 (N): -0.0189, atom 11 (O): 0.0551, atom 12 (H): 0.0126, atom 13 (H): 0.0687, atom 14 (H): 0.0913, atom 15 (H): 0.1437, atom 16 (H): 0.1215, atom 17 (H): 0.1090, atom 18 (H): 0.1588, atom 19 (H): 0.1247, atom 20 (H): 0.0740, atom 21 (H): 0.1423, atom 22 (H): 0.2303, atom 23 (H): 0.0852, atom 24 (H): 0.1411, atom 25 (H): 0.1002, atom 26 (H): 0.0898

***

Formula: C6H15N4OS
Source: the OMol25 dataset
Level of theory: the ωB97M-V functional and the def2-TZVPD basis

```
! wB97M-V def2-TZVPD RIJCOSX def2/J DEFGRID3
* xyz 1 1
C -3.32704 2.50310 0.29090
O -2.19162 1.70385 -0.17674
C -2.39433 0.37395 -0.14299
N -3.39775 -0.26145 0.30212
S -3.26497 -1.90474 0.28958
N -1.75302 -1.92917 -0.59175
C -1.24669 -0.56825 -0.74552
N -0.14808 -0.44101 0.18559
N 0.31641 0.91188 -0.00839
C 1.04255 -1.30879 0.24326
C 1.78465 -0.94829 1.51526
C 2.00407 -1.23551 -0.92963
H -2.90325 3.42854 0.14294
H -3.71059 2.09095 1.17957
H -4.04861 2.23363 -0.35533
H -1.76267 -2.44787 -1.45145
H -1.19869 -0.52968 -1.85036
H 0.68484 1.20706 -1.06152
H -0.51365 1.58220 0.06191
H 1.18195 1.10229 0.65400
H 0.49187 -2.18350 0.49475
H 2.21562 -0.03392 1.35323
H 1.32242 -1.03501 2.47661
H 2.56782 -1.69248 1.74459
H 2.46186 -0.22948 -0.92976
H 1.47475 -1.21707 -1.94472
H 2.63634 -2.08173 -0.70652
*
```

Computed properties:
energy above the lowest of the compared OMol25 structures with the same formula, charge and spin: 76.1 kcal per mole
highest occupied orbital energy: -11.4 eV
LUMO: -3.4 eV

For each atom in turn, the Löwdin charge in e is: atom 1 (C): 0.0513, atom 2 (O): -0.1088, atom 3 (C): -0.4058, atom 4 (N): -0.2330, atom 5 (S): 0.9466, atom 6 (N): -0.2804, atom 7 (C): -0.3001, atom 8 (N): -0.0845, atom 9 (N): 0.1482, atom 10 (C): -0.3979, atom 11 (C): -0.0428, atom 12 (C): -0.0257, atom 13 (H): 0.0904, atom 14 (H): 0.0942, atom 15 (H): 0.0645, atom 16 (H): 0.0776, atom 17 (H): 0.1655, atom 18 (H): 0.2392, atom 19 (H): 0.1420, atom 20 (H): 0.1977, atom 21 (H): 0.1339, atom 22 (H): 0.0323, atom 23 (H): 0.0954, atom 24 (H): 0.1165, atom 25 (H): 0.0786, atom 26 (H): 0.1093, atom 27 (H): 0.0959

***

Formula: C6H15NO
Source: the OMol25 dataset
Level of theory: the ωB97M-V functional and the def2-TZVPD basis

```
! wB97M-V def2-TZVPD RIJCOSX def2/J DEFGRID3
* xyz 0 1
C -0.29080 -2.81740 -0.84203
C 0.03616 -1.65063 0.02378
C -0.80670 -0.65718 0.33614
C -0.41890 0.47440 1.25283
C 0.98316 1.12395 0.95821
C 0.87857 1.81618 -0.42989
N 1.34797 1.85834 2.13277
H -1.29906 -3.21764 -0.75597
H -0.11055 -2.54530 -1.89399
H 0.43171 -3.61294 -0.67195
H 1.08708 -1.46210 0.21392
H -1.85258 -0.75105 0.08227
H -1.14774 1.27812 1.12073
H -0.37631 0.26095 2.32192
H 1.71807 0.32106 0.91426
H 1.45726 2.73966 -0.41814
H 1.44864 1.16216 -1.10185
H -0.10086 1.91669 -0.88076
H 2.26188 2.30334 2.17159
H 0.75918 2.64671 2.42185
O -2.02303 -0.39301 -2.71916
H -1.72499 -1.10159 -2.15178
H -2.25816 0.30727 -2.08476
*
```

Computed properties:
energy above the lowest of the compared OMol25 structures with the same formula, charge and spin: 45.9 kcal per mole
highest occupied orbital energy: -9.2 eV
LUMO: 0.9 eV

For each atom in turn, the Löwdin charge in e is: atom 1 (C): -0.1090, atom 2 (C): -0.1562, atom 3 (C): -0.1291, atom 4 (C): -0.1760, atom 5 (C): -0.4556, atom 6 (C): -0.0514, atom 7 (N): 0.0068, atom 8 (H): 0.0811, atom 9 (H): 0.0801, atom 10 (H): 0.0696, atom 11 (H): 0.0990, atom 12 (H): 0.0977, atom 13 (H): 0.1040, atom 14 (H): 0.1081, atom 15 (H): 0.1131, atom 16 (H): 0.0671, atom 17 (H): 0.0715, atom 18 (H): 0.0629, atom 19 (H): 0.0722, atom 20 (H): 0.0821, atom 21 (O): -0.0559, atom 22 (H): -0.0202, atom 23 (H): 0.0382

***

Formula: C6H15NO
Source: the OMol25 dataset
Level of theory: the ωB97M-V functional and the def2-TZVPD basis

```
! wB97M-V def2-TZVPD RIJCOSX def2/J DEFGRID3
* xyz 0 1
C -1.28162 0.89598 -1.40621
C 0.20811 1.05762 -1.83570
O 0.57925 2.37988 -1.99248
C 1.15292 0.49257 -0.74892
C 0.66012 -0.80913 -0.06583
N -0.14598 -0.59002 1.12919
C -1.11910 -1.67174 1.37190
C 0.72376 -0.36124 2.27967
H -1.93140 1.30271 -2.18318
H -1.66155 -0.02899 -0.96515
H -1.32772 1.53649 -0.49131
H 0.31441 0.42831 -2.78227
H 0.28147 2.81636 -2.79458
H 2.10321 0.23205 -1.25438
H 1.21698 1.28582 0.00926
H 0.02625 -1.47650 -0.67286
H 1.61225 -1.35187 0.10713
H -0.70854 -2.67762 1.28522
H -1.95300 -1.60105 0.65865
H -1.52951 -1.53452 2.37226
H 1.67300 -0.79561 2.58183
H 0.11363 -0.25994 3.20942
H 0.99306 0.73043 2.18833
*
```

Computed properties:
energy above the lowest of the compared OMol25 structures with the same formula, charge and spin: 55.9 kcal per mole
highest occupied orbital energy: -8.6 eV
LUMO: 1.0 eV

For each atom in turn, the Löwdin charge in e is: atom 1 (C): -0.0487, atom 2 (C): -0.4742, atom 3 (O): -0.0303, atom 4 (C): -0.1254, atom 5 (C): -0.2336, atom 6 (N): -0.2636, atom 7 (C): -0.0978, atom 8 (C): -0.1279, atom 9 (H): 0.0715, atom 10 (H): 0.0496, atom 11 (H): 0.0928, atom 12 (H): 0.1512, atom 13 (H): 0.0990, atom 14 (H): 0.1173, atom 15 (H): 0.1148, atom 16 (H): 0.1146, atom 17 (H): 0.1141, atom 18 (H): 0.0796, atom 19 (H): 0.0745, atom 20 (H): 0.0766, atom 21 (H): 0.0759, atom 22 (H): 0.0851, atom 23 (H): 0.0849

***

Formula: C6H15NO
Source: the OMol25 dataset
Level of theory: the ωB97M-V functional and the def2-TZVPD basis

```
! wB97M-V def2-TZVPD RIJCOSX def2/J DEFGRID3
* xyz 0 1
C 0.84869 -0.17072 -2.24215
C -0.36993 0.64027 -1.80304
O -1.43948 0.59206 -2.75097
C -0.89062 0.21207 -0.41622
C 0.09915 0.56086 0.68132
N 0.44881 -0.56691 1.56325
C 1.73320 -0.34339 2.21877
C -0.59233 -0.80518 2.53327
H 1.06511 -0.93848 -1.50324
H 0.63037 -0.67435 -3.18395
H 1.74087 0.42987 -2.39414
H -0.19161 1.70296 -1.74262
H -1.64656 -0.32639 -2.97023
H -1.82774 0.75861 -0.29981
H -1.15108 -0.84493 -0.48439
H 1.04173 0.87923 0.23516
H -0.21721 1.42672 1.28101
H 1.64359 0.38257 3.04190
H 2.49067 -0.04800 1.50317
H 2.01340 -1.28659 2.69076
H -1.21650 -1.68466 2.31705
H -1.36974 -0.03303 2.57948
H -0.26007 -0.93173 3.56141
*
```

Computed properties:
energy above the lowest of the compared OMol25 structures with the same formula, charge and spin: 42.4 kcal per mole
highest occupied orbital energy: -8.5 eV
LUMO: 1.0 eV

For each atom in turn, the Löwdin charge in e is: atom 1 (C): -0.0348, atom 2 (C): -0.4398, atom 3 (O): -0.0559, atom 4 (C): -0.1479, atom 5 (C): -0.2217, atom 6 (N): -0.2644, atom 7 (C): -0.1087, atom 8 (C): -0.1224, atom 9 (H): 0.0764, atom 10 (H): 0.0783, atom 11 (H): 0.0755, atom 12 (H): 0.1352, atom 13 (H): 0.0884, atom 14 (H): 0.1126, atom 15 (H): 0.1215, atom 16 (H): 0.1035, atom 17 (H): 0.1223, atom 18 (H): 0.0846, atom 19 (H): 0.0770, atom 20 (H): 0.0824, atom 21 (H): 0.0801, atom 22 (H): 0.0812, atom 23 (H): 0.0763

***

Please write out number 1 again, unchanged.
Formula: C6H15N4O
Source: the OMol25 dataset
Level of theory: the ωB97M-V functional and the def2-TZVPD basis

```
! wB97M-V def2-TZVPD RIJCOSX def2/J DEFGRID3
* xyz 1 1
C -2.75774 -0.49720 -1.93063
C -2.79991 0.32623 -0.65426
N -1.64221 0.25600 0.11709
C -0.33331 0.72424 -0.23964
C 0.71434 -0.14290 0.43254
C 2.14547 0.38390 0.25844
N 2.46831 1.22787 -0.70710
N 2.99125 -0.05739 1.17851
C 2.87676 -0.82841 2.32541
N -0.04599 1.57901 -1.11074
O -1.05770 2.22261 -1.64275
H -2.12315 -0.26762 -2.64937
H -2.62719 -1.53227 -1.74246
H -3.59132 -0.43068 -2.62308
H -3.67684 -0.07806 -0.05697
H -3.12290 1.34006 -0.97107
H -1.53060 -0.62711 0.54220
H 0.53026 0.03166 1.54723
H 0.83336 -1.14078 0.16879
H 1.58312 1.45401 -1.20343
H 3.29349 1.80839 -0.66582
H 4.04382 0.08618 0.83810
H 1.88949 -0.74557 2.75319
H 2.98834 -1.89649 1.89728
H 3.65841 -0.62193 3.03219
H -0.72809 2.72467 -2.33135
*
```

Computed properties:
energy above the lowest of the compared OMol25 structures with the same formula, charge and spin: 54.1 kcal per mole
highest occupied orbital energy: -12.2 eV
LUMO: -2.8 eV

For each atom in turn, the Löwdin charge in e is: atom 1 (C): -0.0786, atom 2 (C): -0.2715, atom 3 (N): 0.0469, atom 4 (C): -0.2731, atom 5 (C): 0.0086, atom 6 (C): -0.2928, atom 7 (N): 0.2156, atom 8 (N): -0.0149, atom 9 (C): -0.0695, atom 10 (N): -0.0189, atom 11 (O): 0.0551, atom 12 (H): 0.0126, atom 13 (H): 0.0687, atom 14 (H): 0.0913, atom 15 (H): 0.1437, atom 16 (H): 0.1215, atom 17 (H): 0.1090, atom 18 (H): 0.1588, atom 19 (H): 0.1247, atom 20 (H): 0.0740, atom 21 (H): 0.1423, atom 22 (H): 0.2303, atom 23 (H): 0.0852, atom 24 (H): 0.1411, atom 25 (H): 0.1002, atom 26 (H): 0.0898